This record from the OMol25 dataset describes 11 unconnected molecules or ions with the total composition C42H112N6O15. The level of theory is ωB97M-V/def2-TZVPD.

Results
frontier orbital gap	9.10	eV
HOMO level	-8.6	eV
relative energy (zero: lowest compared OMol25 entry of this formula, charge and spin)	242.9	kcal/mol
strongest force on any atom	2.9	eV Å⁻¹
structure (SMILES)	COC[C@H](C)N.COC[C@H](C)N.COCCNCCOC.COCCNCCOC.COCCNCCOC.COCCNCCOC.CCO.CCO.CCO.CCO.CCO

CARTESIAN COORDINATES (ANGSTROEM)
C  -17.7362  -21.1438  20.8284
C  -18.3342  -20.9135  22.2112
O  -18.3648  -19.5361  22.4028
H  -18.3320  -20.4724  20.2100
H  -17.7249  -22.2076  20.5912
H  -16.6745  -20.9018  20.7800
H  -17.6624  -21.4033  22.9161
H  -19.3697  -21.2170  22.3654
H  -18.7979  -19.1774  21.6247
C  -24.2480  -12.2909  25.4723
C  -23.3178  -11.3142  26.2803
O  -23.2844  -10.0821  25.6550
H  -24.0923  -12.1800  24.3992
H  -25.2491  -11.9284  25.7055
H  -24.1110  -13.2877  25.8916
H  -22.3311  -11.7670  26.3772
H  -23.6854  -11.0942  27.2826
H  -23.1844  -9.5516  26.4488
C  -21.7994  -17.4092  19.0972
C  -20.5016  -17.8774  19.6564
O  -20.7767  -19.2425  20.1220
H  -21.7877  -16.3350  18.9129
H  -22.6164  -17.5622  19.8023
H  -22.0968  -17.9599  18.2048
H  -20.1935  -17.1550  20.4122
H  -19.8706  -17.8106  18.7701
H  -21.5796  -19.1482  20.6398
C  -13.4449  -15.1177  20.8694
C  -14.9360  -15.2936  21.4458
O  -15.5982  -14.1006  21.2844
H  -13.4131  -15.1341  19.7800
H  -12.7968  -15.9034  21.2578
H  -13.0395  -14.1813  21.2526
H  -15.0197  -15.5415  22.5040
H  -15.5051  -16.0779  20.9467
H  -16.4769  -14.2328  21.6476
C  -19.4578  -14.0856  18.7926
C  -18.9107  -12.5937  18.5339
O  -18.8625  -12.5192  17.1051
H  -20.1637  -13.9630  19.6140
H  -18.6680  -14.8141  18.9762
H  -20.1534  -14.3761  18.0052
H  -17.9272  -12.4705  18.9874
H  -19.5580  -11.8239  18.9541
H  -18.3290  -11.7472  16.9026
C  -16.3050  -13.6944  29.4639
O  -16.4746  -14.9711  29.0182
C  -16.0602  -15.2372  27.6771
C  -16.0990  -16.7247  27.2847
N  -14.8827  -17.4477  27.6639
C  -14.7711  -17.6858  29.1628
C  -13.7425  -18.7924  29.5787
O  -14.5474  -19.9356  29.9450
C  -14.1188  -20.6360  31.1281
H  -17.1755  -13.1148  29.1569
H  -15.3971  -13.2036  29.1133
H  -16.4816  -13.5800  30.5334
H  -15.0326  -14.8775  27.6253
H  -16.7667  -14.7619  26.9966
H  -16.2619  -16.8677  26.2165
H  -16.9389  -17.3082  27.6617
H  -14.6494  -18.3187  27.2089
H  -15.7205  -17.9560  29.6251
H  -14.5330  -16.7947  29.7437
H  -13.1141  -18.3860  30.3712
H  -13.0589  -18.9621  28.7468
H  -13.1109  -21.0141  30.9567
H  -14.8371  -21.4465  31.2508
H  -14.2302  -19.9302  31.9512
C  -23.0294  -13.4545  20.4912
O  -22.3293  -14.5372  20.9839
C  -22.9038  -15.1530  22.0862
C  -21.9114  -16.0839  22.7813
N  -20.7600  -15.3881  23.4099
C  -19.5370  -16.2140  23.6077
C  -18.2193  -15.4446  23.6522
O  -18.0164  -14.5382  22.5210
C  -18.3268  -13.1858  22.8488
H  -23.3020  -12.7134  21.2426
H  -24.0276  -13.7037  20.1311
H  -22.3820  -12.8530  19.8532
H  -23.7318  -15.8000  21.7968
H  -23.2528  -14.3549  22.7414
H  -21.5087  -16.7472  22.0158
H  -22.3459  -16.6263  23.6210
H  -20.5172  -14.6414  22.7745
H  -19.6463  -16.7260  22.6516
H  -19.5646  -16.8576  24.4869
H  -17.4910  -16.2201  23.4152
H  -17.8818  -15.0564  24.6132
H  -19.3636  -13.1075  22.5219
H  -17.7430  -12.5815  22.1544
H  -18.3325  -12.8191  23.8753
C  -20.5303  -21.5246  25.7204
O  -21.8554  -21.2629  26.1125
C  -21.8458  -20.7086  27.4559
C  -22.1209  -19.2050  27.3796
N  -23.4623  -18.9409  26.9072
C  -23.7426  -17.5885  26.5835
C  -24.9645  -17.2606  25.7734
O  -24.9612  -18.1441  24.6076
C  -26.1537  -17.9688  23.8366
H  -20.1556  -22.4259  26.2055
H  -19.9245  -20.6496  25.9561
H  -20.3610  -21.7092  24.6596
H  -21.0430  -21.0184  28.1250
H  -22.7771  -21.1176  27.8477
H  -21.3084  -18.8926  26.7235
H  -21.9077  -18.7072  28.3256
H  -23.5949  -19.4480  26.0439
H  -22.9999  -17.3089  25.8362
H  -23.3947  -16.9491  27.3949
H  -24.8606  -16.1987  25.5506
H  -25.8555  -17.3081  26.3995
H  -27.1011  -18.3100  24.2538
H  -25.9533  -18.6491  23.0088
H  -26.2714  -16.9652  23.4279
C  -20.4801  -10.2744  23.3045
O  -19.5161  -10.2146  22.2994
C  -18.6293  -9.1503  22.3896
C  -17.3448  -9.2758  21.6272
N  -16.4676  -8.1472  21.7166
C  -15.2882  -8.2806  20.9398
C  -14.2198  -7.3835  21.5067
O  -14.0117  -7.6340  22.8661
C  -12.8567  -7.0533  23.4032
H  -20.9665  -11.2429  23.4209
H  -21.2529  -9.5316  23.1068
H  -20.0866  -9.9210  24.2575
H  -18.2891  -9.2156  23.4231
H  -19.2014  -8.2342  22.2428
H  -17.6476  -9.5053  20.6055
H  -16.7434  -10.1043  22.0013
H  -16.0067  -8.1947  22.6140
H  -15.5625  -8.2515  19.8852
H  -14.9615  -9.3161  20.8448
H  -14.6470  -6.3867  21.3972
H  -13.2301  -7.3445  21.0516
H  -11.9719  -7.0693  22.7668
H  -12.6636  -7.5429  24.3577
H  -13.1421  -6.0357  23.6699
C  -21.1837  -12.2673  13.2535
C  -21.0244  -13.7244  13.3938
C  -22.1959  -14.5497  14.0550
O  -22.8339  -13.7242  15.0972
C  -22.1201  -13.7238  16.2689
N  -20.5427  -14.1551  12.0861
H  -22.2279  -12.1485  12.9643
H  -20.5409  -11.7731  12.5251
H  -21.0514  -11.7613  14.2098
H  -20.1918  -13.8495  14.0861
H  -21.9348  -15.5437  14.4183
H  -23.0364  -14.7362  13.3865
H  -22.7544  -13.4266  17.1041
H  -21.2977  -13.0126  16.3469
H  -21.5892  -14.6632  16.4232
H  -21.2857  -13.9629  11.4294
H  -19.7985  -13.5625  11.7468
C  -16.4205  -9.0308  25.8024
C  -17.6819  -9.7364  26.3169
C  -17.7037  -11.2992  26.1826
O  -19.0773  -11.6706  26.2417
C  -19.2893  -12.9631  26.7666
N  -17.9935  -9.3039  27.6346
H  -16.2124  -9.4082  24.8012
H  -15.5848  -9.1805  26.4860
H  -16.5843  -7.9572  25.8951
H  -18.3658  -9.3742  25.5493
H  -17.1737  -11.6566  27.0655
H  -17.1687  -11.5368  25.2631
H  -20.3490  -13.1636  26.6091
H  -18.8964  -12.9670  27.7833
H  -18.8064  -13.7594  26.2002
H  -18.5913  -9.9398  28.1429
H  -17.2123  -9.2460  28.2721

These are the Mulliken partial charges, in e, on atoms 1 to 4: atom 1 (C): -1.144, atom 2 (C): -0.091, atom 3 (O): -0.311, atom 4 (H): 0.353

=====

This record from the OMol25 dataset describes 7 unconnected molecules or ions with the total composition C44H43NO25P. The level of theory is ωB97M-V/def2-TZVPD.

Results
frontier orbital gap	2.06	eV
HOMO level	-2.4	eV
relative energy (zero: lowest compared OMol25 entry of this formula, charge and spin)	13.6	kcal/mol
strongest force on any atom	1.1	eV Å⁻¹
net charge	-1

CARTESIAN COORDINATES (ANGSTROEM)
C  -3.7280  0.7464  0.6474
C  -3.9590  1.3485  2.0307
C  -3.7407  0.3271  3.1396
C  -3.9076  0.9439  4.5169
C  -3.5160  0.0698  5.7141
C  -3.7439  -1.4477  5.6263
C  -2.4782  -2.3076  5.5256
C  -1.8713  -2.5248  4.1429
P  -0.4361  -1.6377  3.8198
N  -0.6606  0.1272  4.0037
O  -0.4278  -1.6294  2.1226
H  -2.8127  0.1591  0.6153
H  -3.6596  1.5209  -0.1146
H  -4.5513  0.0930  0.3687
H  -4.9822  1.7242  2.0595
H  -3.2704  2.1823  2.1714
H  -2.7459  -0.0937  3.0290
H  -4.4763  -0.4663  3.0112
H  -3.2816  1.8368  4.5572
H  -4.9490  1.2513  4.6246
H  -4.0978  0.4398  6.5594
H  -2.4706  0.2299  5.9651
H  -4.4205  -1.7242  4.8192
H  -4.2310  -1.7478  6.5563
H  -2.7799  -3.2864  5.9206
H  -1.7436  -1.9208  6.2391
H  -2.6131  -2.2970  3.3669
H  0.0147  0.5294  4.6302
H  -0.7061  0.6685  3.1457
H  -0.9850  -0.9195  1.8005
C  0.6697  -3.7180  -2.2608
C  1.3312  -3.1126  -3.2508
C  2.2692  -1.9613  -3.0033
O  2.8473  -1.5106  -3.9872
C  2.4371  -1.4848  -1.6610
C  1.7755  -2.0772  -0.6434
C  0.8521  -3.2574  -0.8849
O  0.3336  -3.7883  0.0677
O  1.9087  -1.6795  0.5956
O  1.2451  -3.4656  -4.5317
H  0.0040  -4.5531  -2.4276
H  3.1157  -0.6596  -1.5003
H  1.2837  -2.1719  1.1809
H  1.8417  -2.8531  -5.0057
C  5.1314  -6.8265  -1.9046
C  5.1008  -5.6808  -1.2085
C  4.9092  -4.3471  -1.8830
O  4.8617  -3.3617  -1.1722
C  4.7747  -4.3099  -3.3249
C  4.8003  -5.4535  -4.0255
C  4.9718  -6.7970  -3.3468
O  4.9666  -7.7956  -4.0416
O  4.6710  -5.4721  -5.3436
O  5.2250  -5.6119  0.1040
H  5.2624  -7.7892  -1.4316
H  4.6453  -3.3437  -3.7949
H  4.6965  -6.4002  -5.6518
H  5.1426  -4.6670  0.3414
C  0.8881  4.1010  3.7972
C  1.0067  3.6507  5.0578
C  1.6825  4.4608  6.1389
O  1.7312  3.9818  7.2543
C  2.2284  5.7625  5.7846
C  2.1037  6.2049  4.5260
C  1.4149  5.3920  3.4596
O  1.3383  5.8932  2.3426
O  2.5549  7.3754  4.1014
O  0.5407  2.4790  5.4246
H  0.4073  3.5305  3.0149
H  2.7173  6.3363  6.5588
H  2.3080  7.4338  3.1567
H  0.7363  2.3621  6.3740
C  -0.5164  3.1321  -2.7511
C  -0.4010  2.6846  -1.4901
C  0.2754  3.5004  -0.4132
O  0.3226  3.0183  0.7021
C  0.8347  4.7934  -0.7631
C  0.7218  5.2315  -2.0236
C  0.0256  4.4284  -3.0954
O  -0.0361  4.9299  -4.2053
O  1.1956  6.3930  -2.4499
O  -0.8575  1.5170  -1.0855
H  -0.9989  2.5586  -3.5294
H  1.3273  5.3554  0.0180
H  0.9633  6.4408  -3.3978
H  -0.6440  1.4410  -0.1347
C  1.6382  -6.6686  -7.3509
C  0.3036  -6.6949  -7.4824
C  -0.5336  -7.8460  -6.9735
O  -1.7366  -7.7642  -7.1366
C  0.1344  -8.9614  -6.3346
C  1.4684  -8.9338  -6.2021
C  2.2989  -7.7781  -6.7027
O  3.5016  -7.8603  -6.5212
O  2.1727  -9.8902  -5.6258
O  -0.3963  -5.7372  -8.0596
H  2.2455  -5.8491  -7.7080
H  -0.4712  -9.7818  -5.9777
H  3.1056  -9.5946  -5.6379
H  -1.3325  -6.0124  -8.0028
C  -2.1958  8.8321  -0.0428
C  -3.4852  8.6154  -0.3330
C  -4.2426  7.4185  0.1928
O  -5.4171  7.3370  -0.1229
C  -3.5397  6.4568  1.0112
C  -2.2436  6.6651  1.2980
C  -1.4981  7.8863  0.8080
O  -0.3401  7.9973  1.1589
O  -1.5072  5.8352  2.0068
O  -4.2168  9.4160  -1.0914
H  -1.6491  9.6896  -0.4083
H  -4.0810  5.5880  1.3585
H  -0.5901  6.1906  2.0100
H  -5.1062  9.0105  -1.1216

These are the Mulliken partial charges, in e, on atoms 1 to 4: atom 1 (C): -1.182, atom 2 (C): -0.391, atom 3 (C): 0.652, atom 4 (C): -0.876